The following is a DFT calculation (the ωB97M-V functional and the def2-TZVPD basis) of a cluster of 3 separate species, C30H55FN5O in total at a distorted geometry.

The value obtained for the maximum force is 3.0 eV/A. The net charge is +1. The value obtained for the LUMO energy is -2.4 eV.

The geometry in XYZ format:
```
92
C30H55FN5O (the ωB97M-V functional and the def2-TZVPD basis)
C 5.4859 -5.7662 0.2377
C 5.3995 -4.5830 0.3789
C 5.1406 -3.1612 0.6699
N 5.1983 -2.3178 -0.5248
C 4.1633 -2.0277 -1.2496
N 2.8894 -2.5618 -0.9369
C 2.2530 -2.6123 -2.2745
C 3.1584 -3.5054 -3.1203
C 3.9521 -4.2079 -3.6696
C 0.8034 -3.1101 -2.4309
C 0.6227 -3.5723 -3.8283
C 0.5603 -3.9069 -4.9724
C 2.6369 -1.1918 -2.7488
C 1.7724 0.0152 -2.3533
C 1.4724 0.1847 -0.8520
C 2.6242 0.7585 0.0049
C 2.8261 2.2896 -0.1022
O 2.6118 2.8335 -1.3985
N 4.0552 -1.2365 -2.3528
C 4.8783 -0.0361 -2.4717
F 5.6543 0.2101 -1.3618
C 5.8291 -0.2031 -3.6853
C 6.7474 -1.4253 -3.4988
H 5.7624 -6.7951 0.3097
H 5.8368 -2.7882 1.4258
H 4.1508 -3.0767 1.1313
H 6.0890 -1.9304 -0.8110
H 2.9834 -3.5562 -0.7088
H 4.8000 -4.8225 -3.8793
H 0.6793 -4.0064 -1.8090
H 0.0535 -2.3492 -2.1991
H 0.8308 -4.0423 -5.9959
H 2.5254 -1.2656 -3.8423
H 0.8016 -0.1465 -2.8482
H 2.1833 0.9132 -2.8242
H 1.1609 -0.7582 -0.3881
H 0.6133 0.8615 -0.7204
H 3.5961 0.2769 -0.1502
H 2.3584 0.5586 1.0547
H 2.2517 2.8567 0.6457
H 3.8786 2.4899 0.1369
H 1.6816 2.7138 -1.6160
H 4.2986 0.8707 -2.6727
H 5.2076 -0.2708 -4.5860
H 6.4213 0.7183 -3.7304
H 7.5809 -1.3190 -4.2011
H 6.2433 -2.3701 -3.7252
H 7.1691 -1.4515 -2.4872
C -4.9851 -1.9637 -1.8623
C -3.7742 -1.8858 -0.9440
N -3.4949 -0.5395 -0.4777
C -2.1868 -0.3979 0.1335
C -1.9098 -1.1764 1.4236
C -4.5823 0.1401 0.2087
C -5.1809 -0.5372 1.4459
H -4.8928 -1.2607 -2.6916
H -5.0669 -2.9679 -2.2808
H -5.9147 -1.7552 -1.3315
H -2.9075 -2.2419 -1.5112
H -3.9127 -2.5901 -0.1103
H -1.9884 0.6640 0.3139
H -1.4379 -0.7017 -0.6101
H -2.4234 -0.7407 2.2789
H -0.8391 -1.1457 1.6484
H -2.1942 -2.2262 1.3423
H -5.3906 0.3003 -0.5101
H -4.2581 1.1481 0.4777
H -5.3970 -1.5937 1.2811
H -6.1252 -0.0519 1.7033
H -4.5331 -0.4453 2.3172
C -3.0771 5.3837 5.7710
C -3.0045 4.9531 4.3130
N -3.3582 3.5595 4.1094
C -2.9984 3.0581 2.7958
C -3.6886 3.6761 1.5755
C -4.6652 3.1535 4.6013
C -5.8934 3.9041 4.0760
H -2.4854 4.7207 6.4042
H -2.6788 6.3937 5.8775
H -4.1024 5.3967 6.1434
H -1.9739 5.1002 3.9773
H -3.6290 5.6289 3.7100
H -3.1505 1.9730 2.7759
H -1.9170 3.1917 2.6745
H -4.7233 3.3469 1.4861
H -3.1736 3.3573 0.6647
H -3.6684 4.7660 1.5936
H -4.6583 3.2421 5.6912
H -4.7977 2.0833 4.4189
H -5.7634 4.9868 4.1014
H -6.7573 3.6688 4.7019
H -6.1512 3.6075 3.0601
```

Mulliken atomic charge list, values in e, 5 entries: 0.251, -0.609, -0.797, 0.274, -0.542